1.
{
  "formula": "C22H32Br2CaN3OSe2",
  "method": "ωB97M-V with the def2-TZVPD basis set",
  "symbols": ["Ca", "Br", "C", "C", "C", "N", "C", "C", "C", "C", "C", "Br", "C", "C", "N", "H", "H", "H", "H", "H", "H", "N", "C", "O", "C", "C", "H", "H", "H", "H", "H", "H", "C", "Se", "C", "C", "Se", "C", "H", "H", "H", "H", "H", "H", "H", "H", "H", "H", "C", "C", "C", "C", "C", "H", "H", "H", "H", "H", "H", "H", "H", "H", "H"],
  "positions_angstrom": [[-0.0230, 0.0732, 0.1640], [1.6954, -2.6114, 6.1968], [1.0293, -1.7594, 4.6191], [-0.0964, -2.3688, 3.9642], [-0.4671, -1.7707, 2.7904], [0.0809, -0.6734, 2.2426], [1.1168, 0.0080, 2.9665], [1.6295, -0.6506, 4.1683], [1.5589, 1.2162, 2.5106], [2.5658, 2.0258, 3.1992], [2.7667, 3.2925, 2.8155], [4.0637, 4.3616, 3.7273], [2.0641, 3.8979, 1.7147], [1.2539, 3.0440, 1.0154], [1.0025, 1.7585, 1.2991], [-0.5817, -3.2536, 4.3441], [-1.2812, -2.2163, 2.2173], [2.4808, -0.2438, 4.6947], [3.1295, 1.6120, 4.0233], [2.2229, 4.9222, 1.4177], [0.7711, 3.4233, 0.1123], [-3.0331, -2.3502, -2.4833], [-2.0605, -2.2128, -1.5428], [-2.1202, -1.2960, -0.7312], [-0.9869, -3.2697, -1.5505], [0.3100, -2.8188, -0.8902], [-3.6434, -1.5594, -2.6204], [-2.8581, -2.9351, -3.2810], [-0.7975, -3.5560, -2.5897], [-1.4214, -4.1437, -1.0475], [1.0220, -3.6389, -1.0149], [0.1173, -2.7823, 0.1954], [-3.6064, 2.7908, 2.1616], [-3.0898, 1.0327, 1.5248], [-4.0452, 1.1729, -0.1726], [-3.3878, 2.1314, -1.1624], [-2.1348, 1.2403, -2.3748], [-1.6723, 2.8811, -3.3061], [-4.6864, 2.8318, 2.2832], [-3.2671, 3.5604, 1.4721], [-3.1185, 2.9375, 3.1223], [-5.0638, 1.4903, 0.0474], [-4.0813, 0.1547, -0.5508], [-2.8068, 2.8994, -0.6551], [-4.1263, 2.6172, -1.7996], [-1.2608, 3.5905, -2.5923], [-2.5507, 3.2964, -3.7945], [-0.9171, 2.6390, -4.0495], [3.0514, -0.2608, -1.3823], [2.2931, -1.4432, -2.0132], [2.2889, -1.2245, -3.5320], [3.1107, -2.7069, -1.7275], [0.8392, -1.4789, -1.4561], [4.0737, -0.1662, -1.7715], [3.1106, -0.3781, -0.2962], [2.5294, 0.6812, -1.5807], [3.3040, -1.1225, -3.9363], [1.7341, -0.3130, -3.7806], [1.7991, -2.0643, -4.0373], [4.1461, -2.5665, -2.0554], [2.7127, -3.5788, -2.2570], [3.1275, -2.9366, -0.6584], [0.1839, -1.2316, -2.3164]],
  "forces_ev_per_a": [[-0.9, 0.1, -0.8], [0.0, 0.0, 0.0], [-0.1, -0.1, 0.0], [0.1, 0.1, 0.1], [0.1, 0.2, 0.0], [0.2, -0.5, 0.9], [-0.2, -0.2, 0.1], [0.0, 0.1, -0.2], [0.0, 0.3, 0.0], [-0.1, -0.2, -0.1], [-0.1, 0.1, -0.1], [0.0, 0.0, 0.0], [0.1, 0.0, 0.2], [0.0, -0.2, 0.1], [0.3, 0.4, 0.3], [0.0, 0.0, 0.0], [0.0, 0.0, 0.0], [0.0, 0.0, 0.0], [0.0, 0.0, 0.0], [0.0, 0.0, 0.0], [0.0, 0.0, 0.0], [0.0, 0.1, -0.1], [0.0, 0.0, -0.1], [0.1, 0.1, 0.3], [0.0, -0.1, 0.0], [0.1, 0.2, 0.1], [0.0, 0.0, 0.0], [0.0, 0.0, 0.0], [0.0, 0.0, 0.0], [0.0, 0.0, 0.0], [0.0, 0.0, 0.1], [0.1, 0.0, 0.0], [0.1, 0.0, 0.0], [0.1, -0.2, -0.2], [0.1, 0.1, 0.1], [0.0, -0.1, -0.1], [0.1, 0.0, 0.1], [0.0, -0.1, 0.0], [0.0, 0.0, 0.0], [0.0, 0.0, 0.0], [0.0, 0.0, 0.0], [0.0, 0.0, 0.0], [0.0, 0.0, -0.1], [-0.1, 0.1, 0.1], [-0.1, 0.0, 0.0], [0.0, 0.0, 0.0], [0.0, 0.0, 0.0], [0.0, 0.0, 0.0], [0.0, 0.0, 0.0], [0.0, 0.0, 0.1], [0.0, 0.0, -0.1], [0.0, 0.0, 0.0], [0.3, -0.5, -0.8], [0.0, 0.0, 0.0], [0.0, 0.0, 0.0], [0.0, 0.0, 0.0], [0.0, 0.0, 0.0], [0.0, 0.0, 0.0], [0.0, 0.0, 0.0], [0.0, 0.0, 0.0], [0.0, 0.0, 0.0], [0.0, 0.0, 0.0], [0.0, 0.0, 0.0]],
  "homo_energy_ev": -1.51,
  "homo_lumo_gap_ev": 3.30,
  "charge": -1,
  "molar_mass_g_mol": 712.3,
  "lumo_ev": 1.79,
  "de_lowest_ev": 1.246
}

2.
{
  "formula": "C22H32BrF5N3O17S",
  "method": "ωB97M-V with the def2-TZVPD basis set",
  "symbols": ["C", "C", "C", "Br", "N", "S", "C", "N", "N", "O", "C", "C", "C", "O", "H", "H", "H", "H", "H", "H", "H", "H", "H", "H", "H", "H", "H", "H", "H", "H", "H", "C", "C", "O", "C", "O", "O", "F", "H", "H", "H", "C", "C", "O", "C", "O", "O", "F", "H", "H", "H", "C", "C", "O", "C", "O", "O", "F", "H", "H", "H", "C", "C", "O", "C", "O", "O", "F", "H", "H", "H", "C", "C", "O", "C", "O", "O", "F", "H", "H", "H"],
  "positions_angstrom": [[5.8558, 1.5376, 1.4921], [4.4225, 1.8568, 1.0018], [3.9381, 1.0040, -0.1953], [5.4800, 0.5131, -1.3238], [2.9093, 1.7320, -1.0296], [3.3516, 2.4091, -2.6018], [1.6932, 1.8361, -0.5812], [0.7385, 2.5189, -1.3208], [1.4002, 1.2867, 0.6887], [1.1560, -0.1015, 0.6214], [-0.1643, -0.4625, 1.0424], [-1.1323, -0.6038, -0.1386], [-0.4908, -1.4361, -1.2559], [-1.6753, 0.6500, -0.5690], [6.5739, 2.0938, 0.8894], [5.9160, 1.8637, 2.5367], [6.0530, 0.4638, 1.4988], [4.3176, 2.9287, 0.8078], [3.7692, 1.5878, 1.8405], [3.5340, 0.0455, 0.1257], [2.8594, 1.4968, -3.5091], [-0.0264, 2.6942, -0.6691], [0.3672, 1.9406, -2.0711], [0.6100, 1.8085, 1.0628], [-0.5698, 0.1542, 1.8538], [-0.0814, -1.4873, 1.4459], [-1.9597, -1.2176, 0.2561], [0.4841, -1.0082, -1.5182], [-1.1167, -1.5023, -2.1522], [-0.3320, -2.4542, -0.8853], [-1.5583, 0.6613, -1.5293], [-2.9068, 3.8695, -2.0458], [-3.6738, 4.0185, -0.7577], [-4.4809, 5.1465, -1.0066], [-4.7093, 5.1707, -2.3595], [-5.5477, 5.8116, -2.8862], [-3.8385, 4.3479, -3.0098], [-2.8408, 4.2910, 0.2849], [-2.0073, 4.4902, -2.0682], [-2.6302, 2.8356, -2.2472], [-4.3047, 3.1645, -0.5043], [-5.9131, -1.2252, -3.1753], [-4.8058, -1.8916, -2.4006], [-3.6386, -1.3736, -3.0268], [-3.9747, -0.1423, -3.5022], [-3.1853, 0.6793, -3.8453], [-5.3123, 0.0270, -3.5285], [-4.8269, -3.2336, -2.5535], [-6.1725, -1.7738, -4.0814], [-6.8122, -1.0756, -2.5833], [-4.7876, -1.6478, -1.3363], [1.8121, -5.2178, 3.2964], [2.0852, -3.8986, 2.6201], [0.9092, -3.6989, 1.8453], [-0.0970, -4.3359, 2.5154], [-1.2515, -4.1542, 2.3026], [0.3879, -5.1831, 3.4445], [3.1494, -3.9767, 1.7887], [2.0938, -6.0680, 2.6741], [2.3041, -5.3078, 4.2613], [2.2189, -3.0580, 3.3038], [5.8449, 7.1995, -1.3388], [6.2380, 6.0839, -0.4049], [5.2779, 5.0776, -0.7145], [4.9321, 5.2667, -2.0141], [4.3575, 4.4508, -2.6725], [5.3198, 6.4726, -2.4599], [6.0977, 6.4408, 0.8896], [5.0636, 7.8347, -0.9199], [6.6861, 7.8214, -1.6324], [7.2426, 5.6894, -0.5655], [-3.4353, -6.6634, 2.8960], [-4.7528, -6.5379, 3.6163], [-5.0890, -7.8847, 3.8847], [-3.9079, -8.5670, 3.9972], [-3.7974, -9.6438, 4.4717], [-2.8766, -7.8348, 3.4951], [-5.7072, -5.9954, 2.8178], [-3.5643, -6.8295, 1.8248], [-2.7902, -5.8008, 3.0436], [-4.7053, -5.9800, 4.5535]],
  "forces_ev_per_a": [[-0.7, 0.4, 0.2], [0.0, -0.7, 0.5], [1.1, 0.2, -0.1], [-0.6, -0.2, 0.2], [0.0, -1.2, -0.6], [-1.1, -1.1, -0.3], [-0.1, -0.2, -0.7], [-0.1, -0.5, 1.4], [0.3, 1.6, 0.0], [0.1, -0.1, 0.4], [-0.7, -0.9, -0.6], [-0.4, -0.9, 0.4], [0.1, 0.4, 0.1], [0.7, 0.0, -0.4], [0.2, -0.4, 0.1], [0.1, 0.1, -0.2], [0.1, 0.2, -0.2], [0.0, -0.2, -0.1], [-0.2, 0.3, -0.3], [-0.1, 0.2, -0.1], [-0.2, -0.4, 1.0], [-0.3, 0.0, -0.5], [0.3, 0.4, -0.4], [-0.2, -0.5, 0.2], [0.3, 0.3, -0.2], [0.3, 0.5, -0.1], [0.0, 0.3, 0.0], [-0.1, -0.2, -0.1], [0.0, 0.1, 0.2], [0.1, 0.2, -0.1], [-0.4, 0.0, 0.1], [0.3, -0.4, -0.3], [0.2, 0.4, 0.2], [-0.1, -0.5, -0.3], [-0.2, 0.3, -0.3], [0.1, 0.0, 0.0], [0.0, 0.0, 0.4], [0.0, -0.1, 0.1], [-0.1, 0.1, 0.2], [-0.2, 0.0, -0.2], [0.1, 0.0, 0.2], [-0.5, 0.1, 0.0], [0.0, -0.5, -0.3], [-0.2, 0.4, 0.3], [0.0, 0.3, -0.4], [0.2, 0.0, 0.2], [0.3, -0.2, 0.1], [0.1, 0.0, 0.1], [0.2, -0.1, 0.0], [0.1, 0.2, 0.0], [0.0, -0.1, 0.0], [0.2, -0.3, 0.4], [0.3, -0.2, -0.4], [0.0, 0.0, 0.6], [-0.4, -0.2, -0.1], [0.1, 0.1, -0.1], [0.1, 0.3, -0.2], [0.0, 0.1, 0.0], [0.0, 0.1, -0.1], [-0.2, 0.0, 0.1], [0.1, 0.0, -0.1], [0.2, 0.4, -0.2], [-0.2, 0.2, 0.4], [0.3, 0.0, -0.3], [-0.2, 0.0, -0.4], [1.1, 2.1, 0.3], [0.0, -0.2, 0.3], [0.0, -0.1, 0.0], [0.0, -0.1, 0.1], [0.0, -0.1, -0.2], [0.0, 0.0, 0.1], [0.5, 0.3, -0.1], [-0.3, -0.2, -0.4], [0.4, 0.2, 0.2], [0.1, -0.4, 0.0], [0.0, 0.0, -0.1], [-0.4, 0.1, 0.1], [0.0, 0.0, 0.1], [-0.2, 0.0, 0.0], [0.1, -0.2, 0.1], [-0.1, 0.1, -0.1]],
  "homo_energy_ev": -12.36,
  "homo_lumo_gap_ev": 8.59,
  "charge": 1,
  "molar_mass_g_mol": 817.5,
  "lumo_ev": -3.78
}

3.
{
  "formula": "C22H32BrN8O2SV",
  "method": "ωB97M-V with the def2-TZVPD basis set",
  "symbols": ["V", "O", "N", "C", "C", "C", "C", "C", "S", "H", "H", "H", "H", "C", "N", "C", "C", "N", "C", "C", "N", "C", "C", "N", "C", "N", "C", "C", "C", "N", "C", "H", "H", "H", "H", "H", "H", "H", "H", "H", "H", "H", "H", "H", "H", "H", "H", "H", "H", "H", "H", "H", "H", "H", "H", "O", "C", "C", "C", "N", "C", "Br", "C", "H", "H", "H", "H"],
  "positions_angstrom": [[0.1108, -0.4071, -0.5899], [-0.4378, 0.7904, -2.1391], [-1.7120, 0.8141, -2.5202], [-2.1086, 1.8932, -3.2387], [-3.3726, 1.9733, -3.7370], [-4.2537, 0.9070, -3.5022], [-3.8323, -0.1711, -2.7739], [-2.5285, -0.2403, -2.2378], [-1.8978, -1.5281, -1.2895], [-1.3392, 2.6375, -3.3746], [-3.6608, 2.8434, -4.3089], [-5.2614, 0.9377, -3.8954], [-4.4871, -1.0082, -2.5755], [0.4944, 3.0702, -0.2332], [-0.9346, 2.9370, -0.0437], [-1.7312, 4.1476, 0.0775], [-3.0909, 3.5930, 0.4630], [-2.7660, 2.2853, 1.0472], [-3.8996, 1.3577, 1.0533], [-1.5073, 1.9105, 0.6271], [-0.9239, 0.7515, 0.7837], [-1.4872, -0.1993, 1.7598], [-0.4150, -1.2000, 2.1741], [0.3456, -1.6470, 0.9839], [1.1081, -2.7077, 0.9361], [1.8133, -3.0067, -0.2075], [1.3941, -2.6203, -1.5498], [2.4610, -4.3141, -0.0923], [2.1839, -4.7346, 1.3532], [1.4349, -3.6061, 1.8985], [0.8670, -3.7438, 3.2292], [0.6958, 3.5329, -1.1987], [0.9690, 2.0947, -0.2198], [0.9300, 3.6918, 0.5567], [-1.7514, 4.7021, -0.8599], [-1.3146, 4.8010, 0.8510], [-3.7302, 3.4543, -0.4152], [-3.6181, 4.2180, 1.1806], [-4.7917, 1.9422, 1.2689], [-3.8208, 0.5993, 1.8209], [-4.0250, 0.8731, 0.0803], [-2.3138, -0.7603, 1.3285], [-1.8387, 0.3100, 2.6614], [-0.9139, -2.0191, 2.6855], [0.2610, -0.7213, 2.8938], [1.1196, -1.5651, -1.6853], [0.5684, -3.2340, -1.9098], [2.2501, -2.7300, -2.2150], [3.5262, -4.2347, -0.3045], [2.0261, -5.0169, -0.8058], [3.0980, -4.8885, 1.9252], [1.5926, -5.6503, 1.4096], [1.5190, -4.4087, 3.7927], [-0.1325, -4.1831, 3.2105], [0.8374, -2.7981, 3.7571], [6.1138, 1.6366, 0.6855], [4.8811, 1.1749, 0.4154], [4.0059, 0.7004, 1.3866], [2.7737, 0.2504, 0.9749], [2.3539, 0.2340, -0.3023], [3.2153, 0.7021, -1.2041], [2.7030, 0.7096, -3.0139], [4.4771, 1.1788, -0.9105], [6.2931, 1.5925, 1.6325], [4.2739, 0.6801, 2.4354], [2.0637, -0.1202, 1.7009], [5.1375, 1.5360, -1.6867]],
  "forces_ev_per_a": [[0.1, 0.4, -0.8], [-0.1, 0.1, -0.2], [0.4, 0.0, 0.1], [0.0, -0.1, 0.1], [-0.1, 0.0, 0.0], [-0.1, 0.1, -0.1], [0.1, -0.2, 0.2], [0.0, 0.2, -0.1], [-0.5, 0.1, -0.3], [0.0, 0.0, 0.0], [0.0, 0.0, 0.0], [0.0, 0.0, 0.0], [0.0, 0.0, 0.0], [0.0, 0.0, 0.0], [0.2, 0.2, -0.2], [0.1, -0.1, 0.0], [0.1, -0.1, 0.1], [-0.1, 0.0, 0.1], [0.0, 0.1, 0.0], [-0.1, -0.3, -0.1], [-0.3, 0.0, 0.9], [0.2, 0.1, -0.2], [0.3, -0.1, -0.2], [-0.1, -0.7, 0.7], [-0.1, 0.4, 0.1], [-0.1, 0.0, -0.1], [0.0, -0.1, 0.4], [0.0, 0.1, 0.0], [0.0, 0.1, 0.0], [-0.1, -0.1, 0.1], [0.1, -0.1, -0.1], [0.0, 0.0, 0.0], [-0.1, 0.1, 0.0], [0.0, 0.0, 0.0], [0.0, 0.0, 0.0], [0.0, 0.0, 0.1], [0.0, 0.0, 0.0], [0.0, 0.0, 0.0], [0.0, 0.0, 0.0], [0.0, 0.0, 0.0], [0.0, 0.0, 0.0], [-0.1, 0.0, -0.1], [0.0, 0.0, 0.0], [0.0, -0.1, 0.0], [0.0, 0.0, 0.0], [0.5, -0.1, -0.3], [-0.1, 0.0, -0.1], [0.0, -0.1, 0.0], [0.0, 0.0, 0.0], [0.0, 0.0, 0.0], [0.0, 0.0, 0.0], [0.0, 0.0, 0.0], [0.0, 0.0, 0.0], [0.0, 0.0, 0.0], [0.0, 0.1, 0.0], [-0.1, 0.0, 0.1], [0.3, 0.1, 0.0], [-0.1, -0.1, 0.0], [0.0, 0.0, 0.1], [-0.2, 0.2, 0.0], [0.2, 0.0, 0.0], [-0.1, 0.0, 0.0], [0.0, 0.0, 0.0], [0.0, 0.0, 0.0], [0.0, 0.0, 0.0], [0.0, 0.0, 0.0], [0.0, 0.0, 0.0]],
  "homo_energy_ev": [-8.60, -8.03],
  "homo_lumo_gap_ev": [6.80, 6.23],
  "spin_multiplicity": 2,
  "charge": 1,
  "molar_mass_g_mol": 603.5,
  "lumo_ev": [-1.79, -1.80],
  "de_lowest_ev": 0.298
}

4.
{
  "formula": "C22H32N2O3",
  "method": "ωB97M-V with the def2-TZVPD basis set",
  "symbols": ["C", "H", "H", "H", "C", "N", "C", "H", "C", "N", "C", "O", "C", "O", "C", "C", "C", "C", "C", "C", "H", "H", "O", "C", "C", "C", "C", "C", "H", "H", "C", "H", "H", "H", "H", "H", "H", "H", "H", "H", "H", "H", "H", "H", "C", "C", "H", "H", "H", "C", "H", "H", "H", "H", "H", "C", "H", "H", "H"],
  "positions_angstrom": [[2.5701, -1.5011, 1.7893], [3.0195, -1.1819, 2.6696], [1.4067, -1.8113, 1.9965], [3.0824, -2.2427, 1.1728], [2.5708, -0.0621, 0.6880], [2.0302, -0.4333, -0.4640], [0.8287, -1.0810, -0.4637], [0.0596, -0.8805, 0.2311], [0.5928, -2.6209, -0.9709], [-0.7445, -3.0318, -0.7118], [-1.7710, -3.1053, -1.6853], [-1.4592, -2.7107, -2.9595], [-3.0365, -3.0187, -1.3015], [-3.3771, -3.0755, 0.2171], [-3.0790, -1.7316, 0.5890], [-2.5931, -0.7181, 0.0574], [-2.2732, 0.6294, 0.7267], [-2.3655, 0.5345, 2.1302], [-3.0149, -0.5547, 2.7906], [-3.1271, -1.7983, 2.2068], [-3.4429, -2.6080, 2.5301], [-2.8586, -0.7082, 3.9767], [-2.1176, 1.6539, 2.5833], [-1.6692, 2.3641, 1.5683], [-2.0820, 1.7374, 0.0569], [-1.6588, 2.3953, -1.0407], [-0.5758, 3.7315, -0.8949], [-1.4055, 4.4458, 0.1532], [-0.5815, 5.4071, 0.2543], [-2.2700, 4.8019, -0.0047], [-1.3136, 3.8196, 1.5115], [-1.8109, 4.4779, 2.1443], [-0.2289, 3.8409, 1.9593], [-0.5164, 4.2016, -1.8789], [0.3742, 3.2984, -0.6092], [-1.2399, 1.4751, -1.6297], [-2.5876, 2.6914, -1.7194], [-2.5698, -0.7680, -0.8615], [-3.8116, -2.6268, -1.7955], [-3.3332, -4.4403, -1.3569], [-1.0274, -3.2126, 0.3980], [1.0297, -2.9985, -1.7266], [1.3499, -3.1788, -0.1839], [0.2014, -0.5282, -1.3816], [2.7696, -0.5748, -1.7732], [3.8074, -1.3984, -1.5698], [4.6191, -1.2116, -0.7597], [4.4275, -1.3818, -2.4807], [3.3382, -2.5549, -1.5345], [3.4209, 0.7552, -1.9462], [4.0288, 1.1662, -1.2128], [3.8006, 0.9031, -2.9426], [2.3819, 1.7499, -1.9613], [2.1400, -0.6481, -2.3840], [3.5374, 0.1821, 0.7979], [1.7425, 0.7683, 1.7762], [2.3513, 1.1778, 2.4039], [1.7724, 1.6814, 0.9531], [0.6892, 0.5088, 1.8731]],
  "forces_ev_per_a": [[-2.8, 0.2, -3.4], [1.0, 0.1, 1.6], [3.0, 0.7, -0.6], [0.1, -0.4, 0.8], [-3.2, -4.6, 8.3], [-0.5, -0.2, -3.0], [-4.8, -0.3, -6.4], [0.0, 0.1, 1.8], [1.0, 1.8, 9.8], [-3.0, -1.8, 2.2], [10.1, 5.4, -5.5], [-1.4, -2.7, 5.6], [-5.9, -9.3, 6.2], [1.8, 3.5, -4.1], [-2.2, -7.1, 10.6], [1.2, 6.5, 4.6], [-2.9, -10.1, -1.5], [-3.1, -5.9, -3.7], [2.6, -2.9, 3.6], [1.8, 10.1, -7.6], [-2.8, -7.3, 3.7], [-0.8, 1.2, -2.5], [2.6, 6.4, 2.7], [-2.1, 3.5, -5.6], [2.2, 3.7, 11.9], [1.7, 0.7, -8.1], [-4.5, -3.8, -0.7], [11.8, 1.3, 1.8], [-2.8, -1.6, 0.3], [-6.4, 2.3, -2.1], [3.2, -1.7, 1.9], [-1.4, 0.7, 1.6], [-1.5, 0.3, -1.1], [-0.1, 0.0, 0.3], [0.1, 0.3, 0.5], [0.0, 1.9, 0.0], [1.8, -0.2, 1.3], [0.9, 0.3, -9.6], [-2.3, 1.9, -2.1], [0.6, 3.7, -0.6], [0.9, 0.7, -4.3], [2.3, -1.6, -6.5], [-2.0, 0.7, -1.2], [1.0, -1.0, 1.6], [5.2, 8.0, 12.2], [5.5, -9.0, -0.4], [-2.1, -0.2, -0.9], [0.0, -0.5, 0.0], [1.8, 2.6, 0.3], [-5.0, 4.8, -2.5], [1.3, 0.1, 1.4], [0.6, -0.1, -0.3], [3.0, -2.9, 0.0], [-9.0, -2.2, -9.4], [3.4, 1.3, -0.6], [-2.2, 1.8, -10.3], [3.1, 1.6, 4.8], [-1.2, -0.8, 2.1], [0.5, -0.1, 0.7]],
  "homo_energy_ev": -7.07,
  "homo_lumo_gap_ev": 7.38,
  "molar_mass_g_mol": 372.5,
  "lumo_ev": 0.31,
  "de_lowest_ev": 24.498
}